Formula: H6O3
Source: OMol25
Level of theory: ωB97M-V/def2-TZVPD

```
9
Properties=species:S:1:pos:R:3
O 18.670 -5.807 18.134
H 19.530 -5.391 18.067
H 18.048 -5.080 18.098
O 21.061 -0.447 20.411
H 21.651 0.252 20.692
H 20.620 -0.094 19.638
O 21.060 -3.926 18.855
H 21.167 -3.099 19.325
H 21.953 -4.244 18.722
```

Output
- energy relative to the best compared isomer or geometry (same formula, charge and spin) (kJ/mol) = 41.3
- E_LUMO (hartree) = 0.0203
- orbital gap (eV) = 11.4
- multiplicity = 1
- HOMO level (eV) = -10.89
- calculated total energy (eV) = -6239.8249

---

Formula: C33H40N3OS
Source: OMol25
Level of theory: ωB97M-V/def2-TZVPD

```
78
Properties=species:S:1:pos:R:3
C -5.604 -3.597 3.026
N -4.740 -3.667 1.848
C -4.956 -4.827 0.981
C -3.707 -2.791 1.638
C -3.153 -2.007 2.696
C -1.984 -1.295 2.516
C -1.312 -1.247 1.269
C -0.011 -0.633 1.119
C 0.658 -0.656 -0.109
C 1.974 -0.330 -0.425
C 2.447 -0.223 -1.778
C 3.833 -0.195 -2.110
C 4.255 -0.207 -3.428
C 3.331 -0.088 -4.512
N 3.782 -0.168 -5.816
C 4.678 -1.230 -6.256
C 3.157 0.601 -6.879
C 1.952 -0.004 -4.185
C 1.533 -0.128 -2.867
C -2.002 -1.847 0.176
C -3.099 -2.665 0.358
H -5.089 -3.094 3.847
H -6.544 -3.040 2.843
H -5.862 -4.617 3.348
H -3.996 -5.332 0.781
H -5.617 -5.531 1.513
H -5.429 -4.562 0.016
H -3.618 -1.993 3.675
H -1.580 -0.754 3.371
H 0.576 -0.522 2.021
H 0.066 -1.004 -0.948
H 2.675 -0.175 0.393
H 4.564 -0.183 -1.294
H 5.324 -0.263 -3.654
H 5.284 -1.604 -5.424
H 4.121 -2.079 -6.690
H 5.339 -0.853 -7.044
H 2.982 1.637 -6.551
H 3.830 0.624 -7.745
H 2.202 0.163 -7.210
H 1.197 0.088 -4.968
H 0.464 -0.116 -2.658
H -1.658 -1.680 -0.840
H -3.516 -3.194 -0.502
C 0.798 1.104 5.141
O 0.010 1.526 4.008
C 0.386 1.561 2.680
C 1.828 1.436 2.416
C 2.569 0.307 2.868
C 3.903 0.153 2.493
C 4.567 1.144 1.762
C 3.876 2.305 1.417
C 2.523 2.447 1.735
C -0.679 2.167 1.963
N -0.942 2.389 0.625
C 0.137 2.600 -0.342
C -2.278 2.611 0.324
C -2.714 2.826 -1.084
C -3.094 2.475 1.405
C -4.588 2.514 1.439
S -2.203 2.291 2.845
H 0.848 1.948 5.832
H 0.254 0.270 5.602
H 1.824 0.813 4.896
H 2.094 -0.506 3.429
H 4.456 -0.750 2.761
H 5.626 1.030 1.490
H 4.410 3.120 0.918
H 1.964 3.342 1.475
H -0.253 2.510 -1.364
H 0.571 3.601 -0.199
H 0.922 1.854 -0.202
H -3.805 2.884 -1.076
H -2.353 3.769 -1.518
H -2.443 1.993 -1.750
H -5.094 2.164 0.522
H -4.914 1.861 2.261
H -4.952 3.529 1.684
```

Output
- charge = +1
- E_LUMO (hartree) = -0.1551
- orbital gap (eV) = 4.3
- multiplicity = 1
- HOMO level (eV) = -8.49
- calculated total energy (eV) = -52213.8067

---

Formula: C3H3I
Source: OMol25
Level of theory: ωB97M-V/def2-TZVPD

```
7
Properties=species:S:1:pos:R:3
C -0.419 -0.533 0.715
C -0.409 -0.729 -0.602
C 0.577 0.168 -0.054
I 2.663 0.175 -0.035
H -0.841 -0.740 1.670
H -0.820 -1.218 -1.453
H -0.752 2.876 -0.241
```

Output
- energy relative to the best compared isomer or geometry (same formula, charge and spin) (kJ/mol) = 452.8
- E_LUMO (alpha / beta) (hartree) = -0.0009 / 0.0034
- orbital gap (alpha / beta) (eV) = 7.0 / 9.4
- multiplicity = 1
- HOMO level (alpha / beta) (eV) = -7.02 / -9.28
- calculated total energy (eV) = -11253.1163

---

Formula: C31H33AsCl2N5O5SbSe4Ti
Source: OMol25
Level of theory: ωB97M-V/def2-TZVPD

```
83
Properties=species:S:1:pos:R:3
Ti 0.308 -0.981 1.190
N 2.146 -0.763 3.768
N 1.877 0.628 3.795
C 0.691 1.133 3.276
O 0.332 2.262 3.530
O 0.024 0.308 2.524
H 1.883 -1.213 4.665
H 3.144 -0.921 3.626
H 2.260 1.174 4.560
Cl 0.335 -5.745 -1.286
C 1.518 -4.489 -1.177
C 2.651 -4.557 -1.970
C 3.576 -3.534 -1.939
Cl 4.904 -3.596 -3.064
C 3.469 -2.445 -1.058
C 4.339 -1.338 -1.002
C 4.089 -0.348 -0.055
C 3.024 -0.454 0.810
N 2.134 -1.468 0.752
C 2.351 -2.442 -0.193
C 1.319 -3.402 -0.322
O 0.218 -3.173 0.337
H 2.773 -5.397 -2.635
H 5.169 -1.261 -1.686
H 4.731 0.518 0.030
H 2.854 0.311 1.559
O -0.081 -0.778 -0.668
C 0.219 0.419 -0.737
N -0.101 1.170 -1.839
C 0.297 2.532 -1.575
C 0.942 2.364 -0.162
O 1.498 3.264 0.420
N 0.801 1.095 0.227
C 1.337 3.059 -2.532
C 2.684 2.770 -2.342
C 3.635 3.298 -3.196
C 3.252 4.104 -4.255
C 1.910 4.366 -4.466
C 0.956 3.852 -3.609
C -0.899 3.444 -1.419
C -0.711 4.718 -0.888
C -1.795 5.539 -0.644
C -3.082 5.113 -0.930
C -3.275 3.857 -1.478
C -2.191 3.030 -1.727
H -0.169 0.769 -2.760
H 3.000 2.150 -1.513
H 4.680 3.088 -3.026
H 3.999 4.529 -4.911
H 1.601 4.983 -5.299
H -0.093 4.071 -3.763
H 0.289 5.038 -0.634
H -1.638 6.517 -0.213
H -3.933 5.751 -0.729
H -4.275 3.509 -1.703
H -2.359 2.052 -2.166
C -3.678 -3.844 2.324
C -3.581 -2.304 2.329
As -1.912 -1.531 1.219
C -2.603 -2.054 -0.522
C -2.145 -3.321 -1.214
C -2.473 0.315 1.171
C -3.814 0.526 0.532
H -4.276 -4.198 3.164
H -2.675 -4.303 2.425
H -4.099 -4.204 1.384
H -3.513 -1.947 3.390
H -4.472 -1.859 1.879
H -2.362 -1.195 -1.159
H -3.695 -2.082 -0.402
H -1.152 -3.184 -1.650
H -2.829 -3.575 -2.032
H -2.099 -4.169 -0.516
H -1.729 0.843 0.546
H -2.456 0.805 2.170
H -3.857 0.113 -0.473
H -4.005 1.598 0.440
H -4.626 0.090 1.116
Se 0.957 -2.691 6.608
Sb -0.200 -3.677 4.673
Se 1.324 -5.583 4.587
Se -2.139 -4.672 5.741
Se -0.507 -2.375 2.772
```

Output
- ⟨S²⟩ = 2.0548
- energy relative to the best compared isomer or geometry (same formula, charge and spin) (kJ/mol) = 712.3
- charge = -2
- E_LUMO (alpha / beta) (hartree) = 0.1308 / 0.1269
- orbital gap (alpha / beta) (eV) = 5.1 / 5.2
- multiplicity = 3
- HOMO level (alpha / beta) (eV) = -1.54 / -1.74
- calculated total energy (eV) = -427294.4757

---

Formula: C20H25FeN2O6PS3Sb
Source: OMol25
Level of theory: ωB97M-V/def2-TZVPD

```
59
Properties=species:S:1:pos:R:3
Fe 9.340 12.290 5.936
O 13.304 10.931 3.986
C 14.084 11.221 5.070
C 15.405 10.752 5.005
C 16.230 10.918 6.120
C 15.720 11.510 7.249
C 14.469 11.983 7.366
C 13.580 11.852 6.249
C 12.203 12.336 6.349
O 11.377 11.902 5.473
N 11.916 13.218 7.281
N 10.530 13.469 7.172
C 10.076 14.277 8.033
C 8.719 14.794 7.972
C 8.400 15.794 8.918
C 7.215 16.545 8.876
C 6.319 16.208 7.858
C 6.556 15.106 6.986
C 7.796 14.448 6.974
O 7.992 13.682 5.986
H 12.324 11.170 4.207
H 15.622 10.105 4.107
H 17.287 10.649 6.117
H 16.376 11.534 8.144
H 14.041 12.554 8.199
H 10.695 14.874 8.722
H 9.144 16.113 9.726
H 7.051 17.409 9.510
H 5.403 16.812 7.673
H 5.961 14.825 6.097
S 7.833 7.912 4.364
Sb 7.225 10.026 4.867
S 8.766 11.616 3.737
S 8.629 10.535 6.967
C 16.360 6.633 6.088
C 14.867 6.574 5.966
O 14.249 7.471 6.878
P 12.786 8.200 6.430
O 11.919 6.893 6.725
C 10.564 6.985 6.334
C 9.912 5.680 6.444
O 12.699 9.181 7.696
C 12.196 8.758 8.958
C 11.336 9.954 9.427
H 16.886 5.896 5.510
H 16.721 6.417 7.119
H 16.596 7.705 5.729
H 14.446 5.612 6.106
H 14.537 6.910 4.962
H 10.495 7.358 5.345
H 10.041 7.717 6.921
H 10.191 4.888 5.699
H 8.823 5.728 6.559
H 10.229 5.135 7.271
H 13.074 8.575 9.622
H 11.646 7.839 8.936
H 11.934 10.924 9.413
H 10.839 9.839 10.353
H 10.548 10.052 8.697
```

Output
- ⟨S²⟩ = 8.7702
- energy relative to the best compared isomer or geometry (same formula, charge and spin) (kJ/mol) = 0.0
- charge = -2
- E_LUMO (alpha / beta) (hartree) = 0.1636 / 0.1636
- orbital gap (alpha / beta) (eV) = 5.7 / 5.8
- multiplicity = 6
- HOMO level (alpha / beta) (eV) = -1.29 / -1.37
- calculated total energy (eV) = -119134.8939

---

Formula: C4H6N2O
Source: OMol25
Level of theory: ωB97M-V/def2-TZVPD

```
13
Properties=species:S:1:pos:R:3
C -1.198 -0.182 1.144
C 0.286 1.709 0.266
C 1.153 1.029 -1.025
C 0.453 -0.209 -0.824
H -1.939 -1.861 2.062
H -2.018 0.436 1.620
H 0.701 1.961 1.141
H -0.523 2.301 -0.358
H 2.397 1.098 -1.031
H 0.502 1.234 -1.961
N -0.888 -1.593 1.495
N -0.249 0.362 0.233
O 0.584 -1.328 -1.367
```

Output
- energy relative to the best compared isomer or geometry (same formula, charge and spin) (kJ/mol) = 527.4
- E_LUMO (hartree) = 0.0084
- orbital gap (eV) = 9.6
- multiplicity = 1
- HOMO level (eV) = -9.38
- calculated total energy (eV) = -9268.0360

---

Formula: C33H44AsN4ORuSSi
Source: OMol25
Level of theory: ωB97M-V/def2-TZVPD

```
86
Properties=species:S:1:pos:R:3
Ru -1.537 0.410 0.343
C -2.245 1.059 3.107
C -1.449 2.276 2.721
N -0.658 1.997 1.504
C -0.491 3.192 0.658
C -1.798 3.673 0.066
S -2.858 2.290 -0.461
C -4.129 2.277 0.851
C -4.196 0.933 1.535
N -2.872 0.416 1.927
H -1.581 0.304 3.541
H -3.004 1.307 3.852
H -2.110 3.111 2.501
H -0.815 2.589 3.551
H 0.259 1.646 1.753
H -0.030 4.000 1.233
H 0.178 2.907 -0.150
H -2.376 4.297 0.747
H -1.607 4.262 -0.829
H -3.918 3.085 1.547
H -5.080 2.496 0.369
H -4.847 0.991 2.411
H -4.614 0.198 0.847
H -2.992 -0.564 2.173
C -3.838 -0.072 -2.618
C -3.315 -1.251 -1.859
C -3.626 -2.532 -2.232
C -3.092 -3.605 -1.508
C -2.263 -3.382 -0.440
C -1.982 -2.057 -0.102
N -2.507 -1.046 -0.791
N -1.214 -1.549 0.890
Si -0.357 -2.416 2.154
C -1.615 -3.097 3.339
C 0.718 -3.764 1.458
C 0.715 -1.133 2.990
H -4.378 -0.399 -3.504
H -3.025 0.583 -2.931
H -4.528 0.518 -2.012
H -4.274 -2.700 -3.081
H -3.336 -4.618 -1.802
H -1.831 -4.192 0.132
H -2.369 -3.698 2.822
H -2.133 -2.302 3.884
H -1.140 -3.737 4.088
H 0.205 -4.727 1.400
H 1.586 -3.904 2.107
H 1.088 -3.507 0.457
H 0.380 -0.104 2.815
H 1.737 -1.204 2.617
H 0.752 -1.297 4.071
O 0.281 0.444 -0.635
As 1.895 0.332 -1.043
C 2.327 -1.497 -1.317
C 1.317 -2.300 -1.842
C 1.591 -3.626 -2.136
C 2.864 -4.139 -1.910
C 3.867 -3.330 -1.393
C 3.606 -1.999 -1.097
C 2.965 1.142 0.307
C 3.647 0.400 1.266
C 4.359 1.058 2.260
C 4.391 2.446 2.293
C 3.719 3.188 1.327
C 3.011 2.538 0.326
C 2.121 1.339 -2.643
C 0.996 1.736 -3.355
C 1.156 2.442 -4.539
C 2.430 2.745 -4.999
C 3.553 2.345 -4.282
C 3.402 1.637 -3.098
H 0.324 -1.896 -2.001
H 0.815 -4.260 -2.545
H 3.075 -5.174 -2.141
H 4.856 -3.733 -1.222
H 4.396 -1.370 -0.708
H 3.632 -0.680 1.241
H 4.899 0.484 3.002
H 4.956 2.953 3.064
H 3.767 4.269 1.341
H 2.525 3.114 -0.453
H 0.008 1.481 -2.989
H 0.288 2.749 -5.107
H 2.552 3.295 -5.923
H 4.544 2.582 -4.645
H 4.277 1.327 -2.539
```

Output
- ⟨S²⟩ = 0.7548
- energy relative to the best compared isomer or geometry (same formula, charge and spin) (kJ/mol) = 74.7
- charge = +2
- E_LUMO (alpha / beta) (hartree) = -0.1761 / -0.2357
- orbital gap (alpha / beta) (eV) = 8.3 / 6.6
- multiplicity = 2
- HOMO level (alpha / beta) (eV) = -13.06 / -13.06
- calculated total energy (eV) = -125066.3214

---

Formula: C3H8N2O2
Source: OMol25
Level of theory: ωB97M-V/def2-TZVPD

```
15
Properties=species:S:1:pos:R:3
C -0.452 1.008 1.402
C -1.206 1.042 0.268
N -2.189 2.079 0.096
N 0.405 -0.148 1.642
H -0.582 1.714 2.241
H -1.292 0.281 -0.503
H -2.114 2.461 -0.857
H -1.910 2.878 0.690
H -0.038 -0.840 2.239
H 1.375 0.065 1.841
H 0.474 -0.848 0.695
O 0.442 -1.565 -0.301
C 1.395 -1.107 -1.142
O 1.567 -1.498 -2.332
H 2.079 -0.383 -0.619
```

Output
- energy relative to the best compared isomer or geometry (same formula, charge and spin) (kJ/mol) = 239.6
- E_LUMO (hartree) = 0.0132
- orbital gap (eV) = 9.6
- multiplicity = 1
- HOMO level (eV) = -9.20
- calculated total energy (eV) = -10314.4692

---

Formula: C22H17BrN8OPtS4Sb
Source: OMol25
Level of theory: ωB97M-V/def2-TZVPD

```
55
Properties=species:S:1:pos:R:3
Pt -0.391 -1.892 2.075
S -2.948 -4.448 4.061
Sb -2.902 -4.210 1.734
S -2.660 -1.638 2.196
S -0.580 -4.171 2.352
S -3.044 -0.612 0.429
C -1.826 0.676 0.327
N -1.887 1.526 -0.643
N -2.712 1.312 -1.649
C -2.663 2.178 -2.762
C -3.150 1.718 -3.979
C -3.116 2.552 -5.085
C -2.599 3.835 -4.982
C -2.116 4.282 -3.760
C -2.146 3.462 -2.643
N -0.778 0.997 1.168
N -0.203 0.171 1.894
C 0.913 0.748 2.606
C 1.780 1.600 1.940
C 2.877 2.108 2.620
C 3.089 1.775 3.951
C 2.207 0.925 4.606
C 1.118 0.397 3.931
H -3.040 0.366 -1.830
H -3.524 0.705 -4.072
H -3.487 2.185 -6.033
H -2.572 4.483 -5.848
H -1.714 5.283 -3.671
H -1.775 3.804 -1.687
H 1.594 1.836 0.901
H 3.568 2.764 2.108
H 3.945 2.176 4.478
H 2.366 0.672 5.645
H 0.421 -0.271 4.422
Br 6.255 -2.692 1.878
C 4.388 -2.482 1.920
C 3.721 -1.962 0.826
C 2.348 -1.810 0.898
N 1.661 -2.152 1.993
C 2.309 -2.671 3.045
C 3.675 -2.851 3.050
H 4.247 -1.675 -0.073
H 1.770 -1.407 0.072
H 1.704 -2.946 3.898
H 4.164 -3.271 3.917
N 0.127 0.147 -3.117
C -0.198 -0.748 -2.142
O 0.348 -0.685 -1.028
C -1.211 -1.723 -2.458
C -1.531 -2.700 -1.511
N -1.818 -3.495 -0.722
C -1.883 -1.700 -3.699
N -2.403 -1.603 -4.727
H 0.675 0.942 -2.839
H -0.391 0.191 -3.979
```

Output
- ⟨S²⟩ = 0.7588
- energy relative to the best compared isomer or geometry (same formula, charge and spin) (kJ/mol) = 0.0
- E_LUMO (alpha / beta) (hartree) = -0.0428 / -0.0674
- orbital gap (alpha / beta) (eV) = 6.6 / 5.9
- multiplicity = 2
- HOMO level (alpha / beta) (eV) = -7.75 / -7.75
- calculated total energy (eV) = -160225.7734

---

Formula: C3H9N5
Source: OMol25
Level of theory: ωB97M-V/def2-TZVPD

```
17
Properties=species:S:1:pos:R:3
C 2.447 -0.130 0.000
C 0.367 -0.937 -0.309
C -1.736 0.524 -0.378
H 2.798 -1.112 0.445
H 2.561 0.428 1.195
H 3.331 0.387 -0.804
H 0.805 -1.810 0.186
H -2.439 -1.716 1.033
H -2.227 -2.039 -0.615
H -2.501 -0.067 -0.880
H -0.277 3.053 0.256
H 0.509 1.847 0.082
N 1.115 0.096 -0.548
N -1.015 -0.616 -0.014
N -1.712 -1.858 0.239
N -1.582 1.789 -0.325
N -0.445 2.161 0.436
```

Output
- energy relative to the best compared isomer or geometry (same formula, charge and spin) (kJ/mol) = 609.0
- E_LUMO (hartree) = 0.0244
- orbital gap (eV) = 9.2
- multiplicity = 1
- HOMO level (eV) = -8.55
- calculated total energy (eV) = -10701.7361

---

Formula: C3H11N4
Source: OMol25
Level of theory: ωB97M-V/def2-TZVPD

```
18
Properties=species:S:1:pos:R:3
C -1.718 0.978 -1.758
C 1.686 -0.039 0.221
C 1.442 -1.726 1.746
N -0.948 2.027 -1.458
N -1.496 -0.137 -1.144
N 0.860 -0.745 1.150
N -0.418 -0.412 1.279
H -2.684 1.038 -2.409
H 2.615 -0.410 0.226
H 1.166 -0.237 -0.707
H 1.687 1.006 0.415
H 2.468 -1.802 1.661
H -0.564 1.736 -0.628
H 0.968 -2.400 2.427
H -2.080 -0.868 -1.495
H -0.855 -0.039 0.387
H -0.939 -0.868 1.950
H -1.190 2.900 -1.864
```

Output
- energy relative to the best compared isomer or geometry (same formula, charge and spin) (kJ/mol) = 312.8
- charge = +1
- E_LUMO (hartree) = -0.1416
- orbital gap (eV) = 9.6
- multiplicity = 1
- HOMO level (eV) = -13.46
- calculated total energy (eV) = -9241.0012